(1)
# C3H8OS

The molecule C3H8OS at a distorted geometry (wB97M-V/def2-TZVPD, the Open Molecules 2025 dataset).

Last column: Mulliken charge in e.
CARTESIAN COORDINATES (ANGSTROEM)
O 0.082 2.961 0.279  -0.500
C 0.217 1.708 -0.519  -0.456
C -0.176 0.547 0.264  -0.541
C -0.067 -0.733 -0.632  -0.712
S 0.062 -2.287 0.257  -0.209
H 0.036 2.482 1.116  0.328
H 1.212 1.564 -0.999  0.283
H -0.436 1.863 -1.358  0.297
H -1.303 0.454 0.554  0.271
H 0.401 0.257 1.132  0.384
H -1.036 -0.719 -1.132  0.355
H 0.535 -0.463 -1.518  0.377
H -1.036 -2.118 1.082  0.125

For the gap between HOMO and LUMO, the calculation gives 10.1 eV. The total energy is -592.473300 Eh. Its multiplicity is 1. The calculation puts the HOMO energy at -9.325 eV. The calculation puts the relative energy (zero: lowest compared OMol25 entry of this formula, charge and spin) at 28.08 kcal per mole.

(2)
# C4H13N3

A cluster of 3 separate species, C4H13N3 in total at a distorted geometry (wB97M-V/def2-TZVPD, the Open Molecules 2025 dataset).

Last column: Mulliken charge in e.
CARTESIAN COORDINATES (ANGSTROEM)
C -0.334 0.653 3.986  -0.313
C -1.697 -0.047 4.388  -0.390
C -2.781 0.004 3.327  -1.106
N 2.938 -0.200 -4.801  -0.273
C 1.648 0.140 -4.878  0.311
N 0.724 -0.611 -4.532  0.074
N 0.081 0.244 2.820  -0.066
H -0.512 1.767 3.897  0.406
H 0.413 0.459 4.783  0.415
H -2.055 0.373 5.324  0.353
H -1.350 -1.065 4.554  0.330
H -2.994 1.049 3.092  0.332
H -3.698 -0.472 3.645  0.344
H 3.642 0.246 -5.369  0.262
H 3.194 -0.951 -4.174  0.256
H 1.651 0.835 -5.757  0.360
H -1.615 -1.991 -5.623  -0.012
H -2.082 -1.489 -5.342  0.022
H 1.099 0.323 2.653  0.344
H -2.354 -0.382 2.403  0.351

For the gap between HOMO and LUMO, the calculation gives 6.5 eV. As for the net charge: +2. The total energy is -323.483317 Eh. Its multiplicity is 1. The calculation puts the HOMO energy at -18.246 eV. The calculation puts the relative energy (zero: lowest compared OMol25 entry of this formula, charge and spin) at 257.07 kcal per mole.

(3)
# C46H106N4O14

A cluster of 9 separate species, C46H106N4O14 in total at a distorted geometry (wB97M-V/def2-TZVPD, the Open Molecules 2025 dataset).

Last column: Mulliken charge in e.
CARTESIAN COORDINATES (ANGSTROEM)
C -9.648 -5.428 0.533  -0.749
C -8.940 -5.566 1.875  -0.647
O -7.656 -6.139 1.714  1.912
O -9.949 -6.678 0.042  -0.322
H -9.108 -4.914 -0.262  0.173
H -10.553 -4.840 0.687  0.497
H -9.478 -6.030 2.702  0.217
H -8.751 -4.530 2.156  0.397
H -7.684 -7.069 1.475  -0.837
H -9.066 -6.994 -0.162  -0.109
C -9.871 -8.907 -3.531  -0.660
C -10.308 -9.660 -2.267  0.213
O -11.415 -9.139 -1.569  -0.570
O -9.557 -7.506 -3.242  -0.551
H -10.584 -9.074 -4.338  0.408
H -9.042 -9.415 -4.024  0.343
H -9.429 -9.558 -1.630  -0.274
H -10.523 -10.704 -2.493  0.429
H -11.144 -8.289 -1.213  0.353
H -10.317 -6.936 -3.381  0.297
C -3.816 -10.847 -0.111  0.039
C -5.346 -11.156 -0.239  -0.600
O -5.990 -10.076 -0.797  -0.526
O -3.468 -10.382 -1.395  -0.554
H -3.400 -11.827 0.123  0.491
H -3.655 -10.188 0.742  -0.075
H -5.953 -11.400 0.633  0.353
H -5.475 -12.044 -0.858  0.361
H -5.393 -9.751 -1.476  0.266
H -2.525 -10.207 -1.414  0.314
C -9.577 -8.968 2.607  1.480
C -8.350 -9.537 1.870  -1.263
O -7.920 -8.556 0.914  1.581
O -10.022 -9.893 3.520  -0.099
H -10.358 -8.810 1.863  0.532
H -9.216 -8.058 3.086  -1.076
H -8.478 -10.448 1.286  0.359
H -7.554 -9.754 2.582  0.406
H -7.298 -8.943 0.294  -0.823
H -10.887 -9.576 3.788  -0.366
C -5.297 -6.315 -1.484  0.237
C -6.570 -6.517 -2.373  -0.856
O -7.532 -7.113 -1.488  -0.187
O -4.385 -7.400 -1.593  -0.541
H -5.656 -6.029 -0.495  -0.330
H -4.798 -5.425 -1.869  0.495
H -6.339 -7.180 -3.208  0.333
H -6.942 -5.555 -2.725  0.416
H -8.219 -7.501 -2.034  -0.020
H -4.789 -8.053 -1.017  0.028
C -14.213 -11.359 4.418  -1.526
C -14.633 -9.883 4.267  1.327
C -15.567 -9.421 5.438  -1.152
C -14.745 -9.232 6.671  -0.201
C -14.012 -7.971 6.503  -1.571
C -12.994 -8.197 5.344  2.462
N -13.565 -8.815 4.077  -0.218
O -12.654 -9.108 3.122  -0.280
C -12.531 -6.751 4.916  -1.468
C -11.846 -9.026 5.960  -0.834
C -15.586 -9.728 3.027  -1.754
H -13.313 -11.468 3.813  0.251
H -15.040 -11.978 4.068  0.446
H -13.732 -11.503 5.385  0.139
H -16.175 -8.540 5.233  0.369
H -16.104 -10.311 5.766  0.352
H -14.063 -10.058 6.872  0.034
H -15.435 -9.023 7.489  0.472
H -13.684 -7.460 7.408  0.318
H -14.689 -7.255 6.037  0.552
H -12.296 -6.668 3.855  0.341
H -13.236 -5.925 5.009  0.415
H -11.691 -6.395 5.512  0.083
H -11.901 -9.137 7.042  0.683
H -11.800 -10.040 5.561  -0.705
H -10.914 -8.563 5.638  -0.346
H -14.967 -9.918 2.151  0.472
H -15.961 -8.709 2.932  0.395
H -16.268 -10.567 2.885  0.389
H -13.099 -8.733 2.359  0.400
C -4.761 -7.799 2.220  -1.864
C -3.738 -6.722 2.514  2.797
C -2.584 -6.838 1.449  -1.227
C -1.668 -5.611 1.242  -0.897
C -2.516 -4.366 1.142  -1.090
C -3.494 -4.147 2.302  0.717
N -4.319 -5.347 2.453  0.209
O -5.497 -5.231 3.176  1.395
C -2.714 -3.776 3.624  -1.310
C -4.455 -2.972 1.877  -1.829
C -3.305 -6.990 3.974  -1.723
H -4.472 -8.841 2.080  0.597
H -5.322 -7.434 1.359  -0.354
H -5.640 -7.903 2.857  -0.246
H -1.906 -7.601 1.831  0.504
H -2.893 -7.184 0.463  0.354
H -1.094 -5.731 0.323  0.427
H -0.964 -5.499 2.067  0.375
H -2.992 -4.334 0.162  0.352
H -1.781 -3.562 1.095  0.493
H -2.083 -2.887 3.590  0.409
H -3.523 -3.393 4.246  0.302
H -2.174 -4.637 4.017  0.346
H -5.160 -2.817 2.694  0.395
H -3.944 -2.080 1.516  0.435
H -5.042 -3.198 0.987  0.283
H -2.219 -6.993 4.073  0.405
H -3.635 -7.922 4.431  0.418
H -3.697 -6.213 4.629  0.272
H -6.199 -5.217 2.522  -0.248
C -6.522 -3.622 8.807  -1.548
C -5.861 -4.883 8.073  1.066
C -5.993 -6.098 8.981  -1.153
C -7.427 -6.675 9.023  -0.987
C -7.874 -7.028 7.559  -0.928
C -7.709 -5.846 6.510  2.511
N -6.313 -5.250 6.660  0.822
O -5.977 -4.212 5.718  -0.567
C -7.825 -6.484 5.130  -1.503
C -8.839 -4.856 6.699  -1.654
C -4.371 -4.518 7.945  -1.802
H -5.878 -3.312 9.631  0.428
H -7.551 -3.834 9.097  0.308
H -6.585 -2.781 8.116  0.334
H -5.417 -6.960 8.644  0.359
H -5.563 -5.889 9.960  0.460
H -8.118 -5.964 9.475  0.325
H -7.412 -7.624 9.559  0.528
H -8.934 -7.213 7.732  -0.042
H -7.473 -7.980 7.211  0.554
H -8.745 -7.069 5.127  -0.826
H -7.947 -5.793 4.297  0.422
H -7.020 -7.205 4.985  0.295
H -8.633 -3.943 6.142  0.374
H -9.811 -5.305 6.495  0.074
H -8.933 -4.614 7.758  0.411
H -4.189 -3.563 7.451  0.341
H -3.832 -5.244 7.335  0.240
H -3.950 -4.468 8.949  0.521
H -5.654 -4.711 4.964  0.168
C -7.450 -13.408 6.160  -2.185
C -8.910 -13.030 6.113  2.121
C -9.389 -13.259 4.689  -1.654
C -10.841 -13.036 4.503  1.245
C -11.696 -14.020 5.304  -1.559
C -11.180 -14.021 6.803  1.324
N -9.712 -13.992 6.892  0.159
O -9.312 -14.043 8.187  -0.482
C -11.804 -12.729 7.459  -1.793
C -11.790 -15.348 7.407  -1.689
C -8.911 -11.525 6.554  -1.652
H -6.955 -13.319 7.127  0.365
H -6.820 -12.891 5.437  0.319
H -7.447 -14.456 5.860  0.557
H -8.918 -12.557 4.002  0.230
H -9.158 -14.264 4.333  0.455
H -11.120 -13.152 3.456  0.628
H -11.098 -11.986 4.640  -0.984
H -11.506 -15.018 4.908  0.544
H -12.752 -13.761 5.232  0.272
H -11.228 -12.305 8.281  0.311
H -11.868 -11.890 6.766  0.520
H -12.756 -12.934 7.949  0.416
H -11.580 -16.217 6.783  0.407
H -11.372 -15.532 8.396  0.423
H -12.871 -15.208 7.421  0.385
H -8.725 -11.398 7.621  0.404
H -9.895 -11.060 6.492  0.129
H -8.255 -10.902 5.947  0.427
H -8.765 -14.832 8.178  0.385

For the gap between HOMO and LUMO (alpha / beta), the calculation gives 7.8 / 3.4 eV. As for the net charge: +1. Its expectation value of S² is 0.7544. The total energy is -3088.039982 Eh. Its multiplicity is 2. The calculation puts the HOMO energy (alpha / beta) at -9.537 / -9.537 eV.

(4)
# C31H35BrGaIN5Si

A structure of composition C31H35BrGaIN5Si at a distorted geometry (wB97M-V/def2-TZVPD, the Open Molecules 2025 dataset).

Last column: Mulliken charge in e.
CARTESIAN COORDINATES (ANGSTROEM)
Ga 0.026 -0.158 -0.150  -0.530
C -2.004 2.901 0.040  -0.777
C -2.364 1.793 1.019  0.326
C -3.325 1.933 2.016  -0.713
C -3.416 0.949 2.997  -0.725
C -2.701 -0.248 2.894  -0.523
C -1.717 -0.363 1.852  0.507
N -1.651 0.634 0.929  0.335
N -0.951 -1.449 1.479  0.460
Si -1.226 -2.956 2.524  -0.174
C -0.804 -2.700 4.313  -0.993
C -2.955 -3.644 2.385  -0.992
C -0.132 -4.270 1.837  -0.988
H -2.811 3.438 -0.436  0.410
H -1.490 2.442 -0.857  -0.105
H -1.250 3.555 0.514  0.253
H -4.068 2.788 1.949  0.367
H -4.144 1.094 3.854  0.354
H -2.867 -1.012 3.683  0.236
H -1.579 -2.147 4.831  0.351
H 0.094 -2.113 4.256  0.272
H -0.738 -3.747 4.663  0.336
H -3.840 -3.003 2.622  0.357
H -3.150 -4.505 3.038  0.402
H -3.142 -4.065 1.356  0.260
H 0.918 -3.949 1.999  0.181
H -0.317 -4.470 0.808  0.289
H -0.234 -5.175 2.390  0.460
C 1.619 -2.048 -2.888  -0.438
C 2.067 -2.167 -1.492  0.309
N 1.535 -1.595 -0.398  0.678
C 2.317 -2.016 0.702  -0.656
C 3.226 -2.941 0.280  -0.567
N 3.115 -2.969 -1.135  -0.102
H 0.658 -1.509 -2.829  -0.265
H 1.348 -3.102 -3.210  0.409
H 2.406 -1.639 -3.532  0.353
H 2.161 -1.700 1.753  0.446
H 3.975 -3.543 0.811  0.404
H 3.520 -3.661 -1.722  0.258
Br 2.285 5.059 0.222  -0.134
C 3.662 4.159 1.158  0.123
C 4.856 4.822 1.306  -0.405
C 5.884 4.335 2.142  -0.574
C 5.712 3.147 2.854  -0.607
C 4.474 2.468 2.694  -0.296
C 3.483 2.974 1.904  0.330
I 1.555 1.963 1.758  0.190
H 4.962 5.735 0.698  0.340
H 6.722 4.968 2.209  0.420
H 6.536 2.725 3.472  0.347
H 4.301 1.562 3.286  0.357
C -4.453 -1.322 -1.778  -0.763
C -3.352 -2.167 -1.845  -0.477
C -2.087 -1.734 -2.148  -1.002
C -1.839 -0.362 -2.223  -0.194
C -2.968 0.480 -2.374  -0.015
C -4.238 0.009 -2.161  -0.816
N -0.581 0.197 -1.959  1.443
C -0.046 1.046 -2.932  1.373
C 1.240 1.726 -2.694  -0.475
C 1.767 2.573 -3.600  -0.871
C 1.097 2.918 -4.756  -0.638
C -0.104 2.306 -5.043  -0.794
C -0.632 1.341 -4.194  -0.680
H -5.444 -1.700 -1.490  0.414
H -3.525 -3.214 -1.645  0.457
H -1.319 -2.450 -2.145  0.353
H -2.838 1.539 -2.712  0.476
H -5.120 0.664 -2.161  0.359
H 1.734 1.645 -1.775  0.502
H 2.711 2.996 -3.405  0.485
H 1.677 3.518 -5.458  0.350
H -0.637 2.553 -5.946  0.407
H -1.585 0.862 -4.409  0.549

For the gap between HOMO and LUMO, the calculation gives 6.0 eV. As for the net charge: +1. The total energy is -6561.891440 Eh. Its multiplicity is 1. The calculation puts the HOMO energy at -9.877 eV. The calculation puts the relative energy (zero: lowest compared OMol25 entry of this formula, charge and spin) at 21.64 kcal per mole.